Entry 1:
C13H16N2O6 | ωB97M-V with the def2-TZVPD basis set

CARTESIAN COORDINATES (ANGSTROEM)
N (-1.7231, 1.9635, 1.4724)
C (-1.2466, 1.9511, 0.0980)
C (-1.5121, 3.4015, -0.2707)
C (-0.9812, 3.7767, -1.7433)
O (-1.2826, 4.7612, -2.4281)
O (-0.0183, 2.7455, -2.1603)
C (0.1007, 1.4088, 0.0953)
O (1.0206, 1.8698, 0.8394)
N (0.1912, 0.2099, -0.5662)
C (1.4126, -0.5027, -0.4614)
C (1.3387, -2.0470, -0.6011)
C (0.5671, -2.7076, 0.4323)
C (0.8795, -2.8653, 1.7213)
C (-0.0771, -3.3090, 2.6258)
C (-1.4290, -3.3964, 2.2700)
O (-2.4165, -3.8274, 3.1705)
C (-1.8754, -3.2286, 0.9770)
C (-0.8083, -2.9332, 0.0281)
C (2.4548, 0.1128, -1.5557)
O (2.7419, -0.4597, -2.5742)
O (2.7976, 1.3707, -1.2335)
H (-1.7828, 0.9758, 1.7809)
H (-1.2227, 2.5507, 2.1772)
H (-1.9496, 1.3090, -0.4714)
H (-0.7981, 3.9592, 0.4972)
H (-2.6007, 3.5032, 0.0400)
H (0.3409, 2.9924, -3.0105)
H (-0.6398, -0.1574, -1.0445)
H (1.7839, -0.2721, 0.5198)
H (2.4349, -2.3495, -0.6280)
H (0.9973, -2.2117, -1.6725)
H (1.9490, -2.8582, 2.0728)
H (0.3095, -3.4496, 3.6539)
H (-1.9355, -4.5382, 3.9169)
H (-2.9665, -3.3701, 0.6652)
H (-1.2333, -2.7317, -1.0217)
H (2.3533, 1.7882, -0.4228)

Calculated total energy   -1065.892540 a.u.
Kohn-Sham gap   9.335 eV
Net charge   0
SMILES   N[C@@H](CC(=O)O)C(=O)N[C@@H](Cc1ccc(O)cc1)C(=O)O



Entry 2:
C22H29BClN4O3S2SiTi | ωB97M-V with the def2-TZVPD basis set

CARTESIAN COORDINATES (ANGSTROEM)
Ti (-0.5027, 0.1308, 1.0283)
C (-1.9532, 1.9060, 4.2535)
N (-0.6664, 2.2524, 3.6676)
C (0.5410, 2.3310, 4.3206)
C (1.4702, 2.6629, 3.3899)
N (0.8424, 2.7931, 2.1795)
B (1.4936, 3.3208, 0.8681)
N (1.5229, 2.2480, -0.2796)
C (2.3617, 2.5138, -1.3360)
C (2.1782, 1.5532, -2.2650)
N (1.2290, 0.7002, -1.7524)
C (0.7698, -0.4646, -2.4834)
C (0.8151, 1.1287, -0.5307)
S (1.0895, -0.4957, 2.5265)
C (-0.4628, 2.5286, 2.3604)
S (-1.6227, 2.4211, 1.1043)
H (-1.8033, 1.7066, 5.3112)
H (-2.3613, 1.0234, 3.7648)
H (-2.6456, 2.7366, 4.1323)
H (0.6268, 2.1472, 5.3760)
H (2.5275, 2.8263, 3.4893)
H (2.6366, 3.5915, 1.1375)
H (0.8649, 4.2737, 0.4840)
H (3.0170, 3.3661, -1.3304)
H (2.6292, 1.3944, -3.2283)
H (0.1795, -0.1604, -3.3478)
H (0.1679, -1.0864, -1.8279)
H (1.6318, -1.0408, -2.8222)
C (-2.6122, -2.2823, -2.5158)
C (-2.5366, -0.8295, -2.8994)
C (-2.5614, -0.4515, -4.2355)
C (-2.3986, 0.8785, -4.5945)
Cl (-2.4137, 1.3110, -6.2753)
C (-2.2083, 1.8584, -3.6379)
C (-2.2012, 1.4953, -2.2991)
C (-2.3698, 0.1706, -1.9391)
O (-2.2814, -0.1682, -0.5977)
C (-3.5157, -0.5458, 0.0257)
C (-3.3459, -0.5097, 1.5400)
O (-4.3141, -0.5593, 2.2605)
O (-2.1126, -0.4491, 1.9449)
H (-2.3042, -2.9116, -3.3496)
H (-3.6302, -2.5722, -2.2482)
H (-1.9664, -2.4872, -1.6600)
H (-2.6826, -1.2006, -5.0070)
H (-2.0688, 2.8891, -3.9310)
H (-2.0362, 2.2445, -1.5354)
H (-3.7836, -1.5693, -0.2428)
H (-4.3201, 0.1273, -0.2706)
C (3.0340, -3.4392, 2.6541)
Si (2.5876, -2.7330, 0.9790)
C (2.3050, -4.0767, -0.2959)
C (3.8435, -1.4773, 0.3790)
C (0.9601, -1.7700, 1.1498)
C (-0.0709, -1.7802, 0.3554)
H (3.9716, -3.9963, 2.6028)
H (2.2570, -4.1191, 3.0074)
H (3.1511, -2.6454, 3.3926)
H (3.2271, -4.6278, -0.4921)
H (1.9654, -3.6409, -1.2376)
H (1.5476, -4.7886, 0.0340)
H (4.8190, -1.9472, 0.2354)
H (3.9596, -0.6577, 1.0890)
H (3.5293, -1.0478, -0.5752)

Calculated total energy   -3720.957019 a.u.
Kohn-Sham gap (alpha / beta)   7.688 / 7.071 eV
Net charge   0
Spin multiplicity   2



Entry 3:
C4H7N3S | ωB97M-V with the def2-TZVPD basis set

CARTESIAN COORDINATES (ANGSTROEM)
C (-1.3301, -0.2651, -0.2708)
C (0.1144, -0.7121, -0.1652)
C (2.3929, 0.2924, -0.2193)
C (3.0901, 1.3245, 0.5014)
H (-1.6936, -2.1778, -1.1129)
H (-3.1425, -0.9186, -0.6133)
H (-0.3336, -2.5317, -0.1942)
H (0.4905, 1.3858, -0.7316)
H (2.6510, -0.6712, -0.6557)
H (2.5027, 2.1418, 1.6323)
H (4.2433, 1.3334, 0.1408)
N (-2.0743, -1.0982, -0.9029)
N (0.4213, -1.9811, -0.0212)
N (1.0355, 0.3778, -0.2205)
S (-1.6249, 1.0319, 0.6544)

Calculated total energy   -718.861650 a.u.
Kohn-Sham gap   8.186 eV
Net charge   0